1.
The following is a quantum chemistry calculation of a cluster of 3 separate species, C3H12N2O2 in total, from the Open Molecules 2025 dataset.

Geometry as XYZ:
```
19
Properties=species:S:1:pos:R:3:forces:R:3
C 0.3464 0.5223 1.4276 -1.293 -0.700 0.696
C -1.1121 -1.8585 1.7265 0.119 0.103 0.438
O -0.8431 -0.9816 0.6911 0.704 0.976 0.055
H -2.0631 -2.3864 1.5573 0.129 0.123 -0.045
H 0.8344 1.4180 1.0736 0.069 -0.315 -0.557
H -0.6134 0.7622 1.8610 0.004 -0.107 0.332
H 0.9694 -0.1470 2.0055 -0.032 0.049 -0.044
H -0.3249 -2.6187 1.8796 -0.078 0.083 -0.077
H -1.2233 -1.3235 2.6923 -0.020 -0.065 -0.117
C -0.6309 0.8157 -1.9168 0.246 0.024 0.184
N 0.8153 0.6598 -1.7609 0.198 0.195 -0.271
N 1.0948 -0.1248 -0.6263 0.029 -0.428 -0.160
O 1.3388 1.9873 -1.4582 -0.256 -0.307 -0.041
H 2.0077 2.1088 -2.1427 -0.098 -0.043 0.066
H 0.3511 -0.8253 -0.3949 0.346 0.399 -0.362
H 2.0114 -0.5467 -0.7288 -0.081 0.003 -0.095
H -1.0592 -0.1651 -2.1175 0.038 0.026 -0.042
H -1.0953 1.2189 -1.0123 -0.006 0.033 0.019
H -0.8041 1.4846 -2.7560 -0.018 -0.048 0.021
```
Positions in Å, forces in eV/Å.

- Gap between HOMO and LUMO: 8.3 eV
- Total charge: 0
- F_max: 1.6 eV Å⁻¹
- LUMO level: 0.008 hartree
- ΔE to the lowest compared entry with this formula, charge and spin: 701.03 kJ/mol
- 2S+1: 1


2.
The following is a quantum chemistry calculation of a cluster of 3 separate species, C3H12N2O2 in total, from the Open Molecules 2025 dataset.

Geometry as XYZ:
```
19
Properties=species:S:1:pos:R:3:forces:R:3
H 3.0815 0.5718 0.7349 0.487 -0.576 -0.014
N 2.3475 -0.0869 0.4954 -1.059 0.116 -0.287
C 1.6975 0.4734 -0.4577 0.294 0.168 -0.326
N 0.5000 0.1233 -1.0366 0.521 -0.184 0.409
C -0.4155 1.2432 -1.2333 -1.131 0.002 0.822
C -1.4446 1.4155 -0.0655 0.228 -0.089 -0.949
H 2.1515 1.3305 -0.9755 -0.421 0.225 0.284
H 0.0249 -0.7302 -0.7265 0.245 0.491 0.202
H -1.0443 1.0431 -2.0927 0.234 0.133 -0.525
H 0.1541 2.1660 -1.3565 0.001 -0.155 -0.274
H -1.9699 0.4654 0.0187 0.194 -0.041 0.469
H -2.2324 2.1078 -0.4040 0.462 0.180 0.311
H -0.9813 1.7314 0.8780 -0.249 -0.132 -0.240
O 0.4272 -1.6279 2.0937 -0.733 -0.601 0.200
H 1.0387 -1.3152 1.4111 0.722 0.176 0.170
H 0.7671 -2.4558 2.4630 0.124 0.419 -0.264
O -1.6024 -1.8385 0.0107 0.058 -0.166 -0.212
H -1.3922 -2.5699 -0.5720 -0.167 -0.235 -0.224
H -1.1075 -2.0469 0.8147 0.191 0.269 0.447
```
Positions in Å, forces in eV/Å.

- Gap between HOMO and LUMO: 9.9 eV
- Total charge: 0
- F_max: 1.4 eV Å⁻¹
- Structure (SMILES): [H]/N=C/NCC.O.O
- LUMO level: 0.032 hartree
- ΔE to the lowest compared entry with this formula, charge and spin: 78.10 kJ/mol
- 2S+1: 1


3.
The following is a quantum chemistry calculation of a cluster of 3 separate species, C3H12N2O2 in total, from the Open Molecules 2025 dataset.

Geometry as XYZ:
```
19
Properties=species:S:1:pos:R:3:forces:R:3
C 0.4933 -1.4074 -0.6150 0.225 0.234 1.052
C -0.6454 -0.6998 0.0942 -0.644 0.339 -0.543
N -1.9562 -1.1933 -0.1334 -0.511 0.579 -0.522
C -0.4953 0.5120 0.6731 0.195 -1.041 -0.741
N -1.6242 1.3617 0.8782 0.664 -0.188 -0.073
H 0.4675 -2.4926 -0.4476 0.390 0.207 0.490
H 1.3539 -0.8650 -0.1738 0.187 -1.052 -0.483
H 0.5584 -1.3593 -1.7168 -0.552 0.671 0.446
H -2.6912 -0.5446 0.1305 0.284 -0.146 0.162
H -2.2092 -2.0887 0.2483 0.436 -0.361 -0.041
H 0.4998 0.8786 0.8763 0.062 0.273 -0.134
H -1.2683 2.2948 1.0383 -0.280 0.100 0.177
H -2.0577 1.3766 -0.0387 -0.487 0.417 0.132
O 0.1212 -1.6639 3.1708 0.371 -0.558 0.670
H -0.1420 -2.0686 2.3416 -0.122 0.480 -0.123
H -0.1359 -0.7418 3.1741 -0.216 0.045 -0.473
O 3.3099 2.7622 -3.6054 0.222 -0.018 -0.348
H 3.5444 3.4900 -4.1910 -0.133 0.193 0.153
H 3.7324 2.0182 -4.0484 -0.092 -0.176 0.199
```
Positions in Å, forces in eV/Å.

- Gap between HOMO and LUMO: 8.5 eV
- Total charge: 0
- F_max: 1.3 eV Å⁻¹
- Structure (SMILES): C/C(N)=C/N.O.O
- LUMO level: 0.028 hartree
- ΔE to the lowest compared entry with this formula, charge and spin: 166.19 kJ/mol
- 2S+1: 1


4.
The following is a quantum chemistry calculation of a cluster of 3 separate species, C3H12N2O2 in total, from the Open Molecules 2025 dataset.

Geometry as XYZ:
```
19
Properties=species:S:1:pos:R:3:forces:R:3
H 0.3397 -1.1514 3.1552 -0.333 -0.248 0.325
N -0.0359 -1.1005 2.2156 1.329 1.203 -0.958
C 0.4780 -0.0300 1.6926 -0.360 0.444 -0.241
N 0.4238 0.2743 0.3493 -0.004 -2.100 0.098
C 0.3007 1.5914 -0.2241 1.806 0.356 1.054
C -1.1213 2.0605 -0.5439 1.511 0.904 0.566
H 1.0373 0.7499 2.2457 -0.468 -0.271 0.318
H 0.6772 -0.5227 -0.2404 -0.712 0.855 -0.006
H 1.0761 1.6661 -1.0278 -1.138 0.060 0.167
H 0.7199 2.2315 0.5717 -0.212 0.251 -0.181
H -1.3850 1.6282 -1.4785 -0.617 0.090 -0.905
H -1.0876 3.1878 -0.5082 -0.432 -1.179 -0.468
H -1.7874 1.6920 0.2200 -0.265 -0.011 0.278
O -0.2925 -2.9755 -0.0416 0.212 0.577 -0.267
H -0.4291 -2.2706 0.6171 -0.542 -0.152 0.505
H 0.6669 -2.9532 -0.0556 0.375 -0.555 -0.136
O 0.3222 -1.0359 -2.1822 -0.055 -0.172 -0.254
H 0.1741 -1.2876 -3.0999 0.088 0.069 0.058
H -0.0770 -1.7542 -1.6649 -0.185 -0.120 0.045
```
Positions in Å, forces in eV/Å.

- Gap between HOMO and LUMO: 9.9 eV
- Total charge: 0
- F_max: 2.1 eV Å⁻¹
- Structure (SMILES): [H]/N=C/NCC.O.O
- LUMO level: 0.033 hartree
- ΔE to the lowest compared entry with this formula, charge and spin: 109.38 kJ/mol
- 2S+1: 1


5.
The following is a quantum chemistry calculation of a cluster of 2 separate species, C3H12N2O2Si in total, from the Open Molecules 2025 dataset.

Geometry as XYZ:
```
20
Properties=species:S:1:pos:R:3:forces:R:3
C -0.8999 1.9596 1.2904 2.090 -3.539 1.816
C 0.6484 -1.9653 -1.8834 1.736 0.752 -0.912
C -3.1999 -0.9138 -0.4492 -4.406 0.527 -0.803
N 3.1966 1.0575 1.0698 1.897 0.762 -0.400
N -0.1490 1.0105 0.3599 -3.343 1.021 1.178
O 0.6913 -1.1908 -0.6537 0.678 -1.394 -1.625
O -1.9659 -1.1597 -0.3403 3.829 -0.857 0.011
Si -0.5204 -0.6441 0.2880 0.409 -0.188 0.639
H -0.8523 2.9141 0.9174 0.654 2.391 -0.605
H -1.9499 1.7771 1.3872 -0.622 -0.774 -0.129
H -0.4199 1.7982 2.3393 -0.981 0.956 -1.620
H -0.0542 -2.7693 -1.8347 -1.155 0.049 -0.113
H 1.5829 -2.5593 -2.1502 -0.431 1.097 1.205
H 0.5847 -1.2678 -2.7818 -0.639 -0.865 1.208
H -3.8915 -1.8044 -0.5233 0.754 1.302 0.086
H -3.4801 0.1110 -0.7670 -0.178 -0.792 0.313
H 3.4305 1.0449 2.0474 0.100 0.136 0.362
H 2.4483 0.4175 0.9634 -0.381 -1.015 -0.526
H 4.0777 0.7877 0.5642 -1.640 0.045 0.546
H 0.7225 1.3962 0.1566 1.628 0.385 -0.633
```
Positions in Å, forces in eV/Å.

- Gap between HOMO and LUMO (alpha / beta): 6.8 / 8.0 eV
- Total charge: 0
- F_max: 4.5 eV Å⁻¹
- LUMO level (alpha / beta): -0.007 / 0.032 hartree
- ΔE to the lowest compared entry with this formula, charge and spin: 193.92 kJ/mol
- 2S+1: 1


6.
The following is a quantum chemistry calculation of a cluster of 2 separate species, C3H12N2OS in total, from the Open Molecules 2025 dataset.

Geometry as XYZ:
```
19
Properties=species:S:1:pos:R:3:forces:R:3
N -0.2555 2.8713 -0.0941 0.447 0.526 -0.151
C 0.6051 1.6949 -0.2720 -0.909 -0.330 0.780
C -0.3001 0.5001 -0.6030 -0.250 -0.108 -2.131
N -1.2270 0.6873 -1.7512 0.353 -0.173 0.339
C 0.5201 -0.7813 -0.9212 0.187 0.488 1.657
S -0.4279 -2.2141 -0.2907 0.312 -0.370 -0.522
H -0.4626 3.1217 0.8614 0.021 -0.421 0.242
H 0.2050 3.6896 -0.4620 -0.004 0.131 -0.172
H 1.1614 1.3928 0.6355 -0.034 0.346 -0.246
H 1.3358 1.9030 -1.0440 0.098 -0.095 -0.335
H -1.0279 0.3994 0.2059 0.783 -0.573 0.473
H -0.8883 1.3966 -2.3832 -0.154 0.194 -0.075
H -2.1377 0.9417 -1.3984 0.052 0.372 -0.283
H 1.4928 -0.6801 -0.4040 -0.502 -0.623 0.472
H 0.8762 -0.9413 -1.9352 -0.801 0.340 -0.374
H -1.2542 -2.3926 -1.3574 0.402 0.284 0.350
O 1.4473 -0.7407 3.5178 0.845 -1.094 -0.320
H 1.5012 -1.2755 4.3230 -0.254 0.502 -0.234
H 0.9154 0.0234 3.6661 -0.593 0.607 0.532
```
Positions in Å, forces in eV/Å.

- Gap between HOMO and LUMO: 9.2 eV
- Total charge: 0
- F_max: 2.1 eV Å⁻¹
- Structure (SMILES): NC[C@@H](N)CS.O
- LUMO level: 0.024 hartree
- ΔE to the lowest compared entry with this formula, charge and spin: 80.34 kJ/mol
- 2S+1: 1


7.
The following is a quantum chemistry calculation of a cluster of 2 separate species, C3H12N2OS in total, from the Open Molecules 2025 dataset.

Geometry as XYZ:
```
19
Properties=species:S:1:pos:R:3:forces:R:3
N 2.2150 -0.3808 0.7570 -1.750 1.275 0.371
C 0.9495 0.3247 1.2526 0.007 -0.083 -0.010
C -0.2337 -0.1491 0.3637 0.743 2.159 -0.238
N -0.4267 -1.5388 0.2832 -0.603 -2.044 1.484
C -1.5959 0.5298 0.7129 -0.689 -2.209 -0.167
S -2.7011 0.4558 -0.7997 0.358 0.286 0.871
H 2.9621 0.2558 0.9103 0.799 1.039 -0.281
H 2.4459 -1.0320 1.4579 0.064 -1.584 0.765
H 1.0692 1.4459 1.2272 -0.071 -1.154 -0.257
H 0.7153 0.0736 2.3092 0.303 0.012 -0.385
H 0.1212 0.0583 -0.6457 -0.421 0.901 -0.205
H -0.4883 -1.9504 1.2218 -0.233 0.073 -0.324
H 0.3381 -2.0201 -0.1490 0.425 0.013 -0.396
H -1.5844 1.5858 0.9815 0.263 -0.238 0.278
H -2.0837 -0.1750 1.5221 0.812 1.820 -1.281
H -2.5433 -0.8588 -0.9266 0.003 -0.271 -0.125
O 3.6152 0.4896 -1.6207 1.432 -0.638 2.028
H 3.0674 0.6741 -2.3279 -1.506 0.854 -2.576
H 3.0388 -0.0615 -1.0775 0.065 -0.210 0.446
```
Positions in Å, forces in eV/Å.

- Gap between HOMO and LUMO: 9.6 eV
- Total charge: 0
- F_max: 3.1 eV Å⁻¹
- Structure (SMILES): NC[C@@H](N)CS.O
- LUMO level: 0.028 hartree
- ΔE to the lowest compared entry with this formula, charge and spin: 72.15 kJ/mol
- 2S+1: 1


8.
The following is a quantum chemistry calculation of a cluster of 3 separate species, C3H12N2S in total, from the Open Molecules 2025 dataset.

Geometry as XYZ:
```
18
Properties=species:S:1:pos:R:3:forces:R:3
C 0.2014 2.1847 -0.4413 -0.164 0.127 0.913
N -0.9707 1.5332 -1.0592 -0.154 -0.089 1.202
H 0.6572 2.8568 -1.1746 0.259 -0.307 0.216
H -0.0525 2.7840 0.4887 0.190 -0.477 -0.993
H 0.8850 1.3762 -0.0886 -0.190 0.838 -0.584
H -1.6049 2.2328 -1.4186 -0.062 0.088 -0.109
H -1.4445 1.0876 -0.2504 0.101 0.504 -1.041
H -0.0624 -0.3431 -1.0505 0.367 -0.096 -0.270
C 0.5326 -1.8829 0.2427 -0.355 -0.726 -1.584
C 0.5210 -1.0703 1.4844 0.394 1.664 1.785
S -1.0063 -0.0370 1.7437 -0.794 -2.565 -3.230
N 0.6623 -1.0729 -1.0663 -0.477 -0.951 2.142
H -0.4256 -2.4812 0.2339 0.933 0.239 0.042
H 1.3934 -2.5807 0.3023 -0.470 0.332 -0.190
H 1.3183 -0.3013 1.4314 -0.108 -0.535 0.034
H 0.6759 -1.6498 2.4388 -0.190 0.287 -1.225
H -1.6252 -0.9012 -0.0540 0.605 1.584 3.305
H 0.3450 -1.7348 -1.7622 0.113 0.083 -0.412
```
Positions in Å, forces in eV/Å.

- Gap between HOMO and LUMO: 7.8 eV
- Total charge: 0
- F_max: 4.2 eV Å⁻¹
- LUMO level: -0.047 hartree
- ΔE to the lowest compared entry with this formula, charge and spin: 319.08 kJ/mol
- 2S+1: 1